No. 1
DFT (ωB97M-V with the def2-TZVPD basis set) results for an isolated molecule of C3H6O2.

**Energy**: -7301.7875 eV
**SMILES**: C=COCO
**Kohn-Sham gap**: 10.10 eV
**Relative energy (zero: lowest compared OMol25 entry of this formula, charge and spin)**: 182.42 kJ/mol
**Charge**: 0
**2S+1**: 1
**Molar mass**: 74.08 g/mol

Geometry (Å):
C 1.55641 -0.97110 -1.07137
C 0.80108 -0.34008 -0.17558
O -0.55538 -0.71822 0.03562
C -1.30779 0.26355 0.69659
O -1.34021 1.51753 0.05815
H 1.14170 -1.76738 -1.68222
H 2.60195 -0.71639 -1.21039
H 1.17267 0.46786 0.43870
H -2.36600 -0.17766 0.66111
H -1.02097 0.36409 1.74987
H -0.68346 2.07782 0.49951

natural (NBO) atomic charge list, values in e, 5 entries: number 1, C, carries -0.470; number 2, C, carries 0.118; number 3, O, carries -0.522; number 4, C, carries 0.216; number 5, O, carries -0.708

---

No. 2
DFT (ωB97M-V with the def2-TZVPD basis set) results for a cluster of 2 separate species, C3H6O2 in total.

**Energy**: -7297.9748 eV
**Kohn-Sham gap (spin up / spin down)**: 8.48 / 8.11 eV
**Relative energy (zero: lowest compared OMol25 entry of this formula, charge and spin)**: 550.30 kJ/mol
**Charge**: 0
**2S+1**: 1
**Molar mass**: 74.08 g/mol

Geometry (Å):
C -0.68649 -0.56980 -2.09471
C 0.28900 -0.28503 -1.30226
C 0.19631 0.56343 1.15671
O -1.09087 0.74677 1.55838
O 0.90510 -0.26122 1.92241
H -0.36094 -0.91800 -3.13855
H -1.76231 -0.38357 -2.03270
H 1.21673 -0.68087 -1.33480
H 0.66567 1.49462 0.99540
H -1.21843 0.62925 2.56901
H 1.84622 -0.33557 1.70110

natural (NBO) atomic charge list, values in e, 5 entries: number 1, C, carries -0.496; number 2, C, carries -0.211; number 3, C, carries 0.476; number 4, O, carries -0.716; number 5, O, carries -0.710